Density functional theory data (the ωB97M-V functional and the def2-TZVPD basis) for a molecular structure, C3H6N2O2.

The HOMO energy comes out at -9.16 eV. Its relative energy (zero: lowest compared OMol25 entry of this formula, charge and spin) is 98.27 kcal/mol.

Geometry (Å):
N (-1.461, -0.322, -1.263)
C (-0.917, -0.094, -0.031)
O (-1.749, 0.126, 1.010)
C (-0.591, -0.781, 1.193)
O (2.001, -0.663, 0.744)
C (1.875, 0.368, 0.093)
N (0.737, 0.777, -0.525)
H (-2.300, 0.216, -1.466)
H (-0.719, -0.199, -1.933)
H (-0.791, -1.835, 1.368)
H (0.191, -0.315, 1.773)
H (2.754, 1.052, 0.008)
H (0.909, 1.663, -1.013)

Mulliken atomic charge list, values in e, 2 entries:
1. N -0.513
2. C 0.937



Density functional theory data (the ωB97M-V functional and the def2-TZVPD basis) for 2 unconnected molecules or ions with the total composition C3H10N2O in a non-equilibrium geometry.

Its SMILES is CC/N=C/N.O. The HOMO energy comes out at -7.91 eV. Its relative energy (zero: lowest compared OMol25 entry of this formula, charge and spin) is 85.43 kcal/mol.

Geometry (Å):
C (1.709, -1.431, -1.475)
C (0.220, -1.295, -0.873)
N (-0.010, -0.044, -0.137)
C (0.011, 0.090, 1.140)
N (1.000, 0.404, 2.038)
H (2.546, -1.355, -0.843)
H (1.679, -0.740, -2.367)
H (1.835, -2.475, -2.040)
H (0.290, -2.065, -0.013)
H (-0.653, -1.688, -1.582)
H (-1.032, -0.017, 1.532)
H (1.900, 0.690, 1.564)
H (1.151, 0.546, 3.017)
O (-2.690, 2.098, -0.616)
H (-2.556, 2.353, 0.320)
H (-2.207, 1.265, -0.727)

Mulliken atomic charge list, values in e, 2 entries:
1. C -0.987
2. C -0.324



Density functional theory data (the ωB97M-V functional and the def2-TZVPD basis) for 2 unconnected molecules or ions with the total composition C2H5Cl2PS2 in a non-equilibrium geometry.

Its SMILES is SP(Cl)Cl.CC=S. The HOMO energy comes out at -8.80 eV. Its relative energy (zero: lowest compared OMol25 entry of this formula, charge and spin) is 17.51 kcal/mol.

Geometry (Å):
S (-4.900, 0.816, 0.111)
P (-3.313, -0.460, 0.836)
Cl (-4.432, -1.916, 1.748)
Cl (-2.856, -1.460, -0.847)
H (-3.964, 1.690, 0.422)
C (2.718, 0.088, -0.992)
C (3.098, 0.217, 0.435)
S (2.317, 1.043, 1.588)
H (2.396, 1.146, -1.322)
H (3.300, -0.379, -1.769)
H (1.765, -0.424, -1.004)
H (3.871, -0.361, 0.794)

Mulliken atomic charge list, values in e, 2 entries:
1. S -0.214
2. P 0.390



Density functional theory data (the ωB97M-V functional and the def2-TZVPD basis) for a single C20H15F4N7O molecule in a non-equilibrium geometry.

Its SMILES is C[C@@]1(c2cc(Nc3nccc4cc(C#N)cnc34)cnc2F)C[C@@H](C(F)(F)F)OC(N)=N1. The HOMO energy comes out at -8.07 eV.

Geometry (Å):
C (0.467, 3.512, -1.737)
C (0.777, 2.090, -2.232)
C (1.567, 1.341, -1.133)
C (1.007, 1.210, 0.121)
C (1.685, 0.537, 1.128)
N (1.007, 0.439, 2.337)
C (1.250, -0.338, 3.454)
N (2.384, -1.057, 3.567)
C (2.598, -1.762, 4.671)
C (1.651, -1.797, 5.721)
C (0.490, -1.028, 5.664)
C (-0.425, -1.006, 6.730)
C (-1.587, -0.246, 6.540)
C (-2.604, -0.148, 7.527)
N (-3.474, -0.061, 8.300)
C (-1.742, 0.482, 5.381)
N (-0.859, 0.473, 4.354)
C (0.241, -0.286, 4.495)
C (3.002, 0.049, 0.838)
N (3.556, 0.207, -0.368)
C (2.835, 0.794, -1.321)
F (3.493, 0.844, -2.460)
C (-0.528, 1.341, -2.608)
C (-0.232, 0.198, -3.588)
C (-1.459, -0.714, -3.943)
F (-1.175, -1.567, -4.967)
F (-1.836, -1.422, -2.821)
F (-2.488, 0.088, -4.288)
O (0.334, 0.783, -4.757)
C (1.302, 1.705, -4.541)
N (2.059, 1.950, -5.612)
N (1.551, 2.377, -3.478)
H (-0.136, 3.551, -0.827)
H (1.377, 4.062, -1.517)
H (-0.071, 4.071, -2.511)
H (0.007, 1.585, 0.343)
H (0.128, 0.963, 2.468)
H (3.559, -2.278, 4.802)
H (1.909, -2.328, 6.621)
H (-0.238, -1.582, 7.654)
H (-2.586, 1.143, 5.296)
H (3.610, -0.488, 1.571)
H (-1.262, 2.003, -3.136)
H (-1.041, 0.953, -1.739)
H (0.556, -0.435, -3.166)
H (1.578, 1.888, -6.512)
H (2.635, 2.774, -5.450)

Mulliken atomic charge list, values in e, 2 entries:
1. C -1.819
2. C 1.784



Density functional theory data (the ωB97M-V functional and the def2-TZVPD basis) for 2 unconnected molecules or ions with the total composition C4H13NO2 in a non-equilibrium geometry.

As for the expectation value of S²: 0.76. The HOMO energy (alpha / beta) comes out at -13.86 / -13.86 eV. The multiplicity is 2. Its total charge is +1. Its relative energy (zero: lowest compared OMol25 entry of this formula, charge and spin) is 45.50 kcal/mol.

Geometry (Å):
C (-1.944, 1.260, 1.566)
C (-1.713, 0.140, 0.566)
C (-0.629, -0.872, 1.027)
C (0.700, -0.170, 1.407)
O (1.256, 0.612, 0.383)
N (-1.447, 0.558, -0.729)
H (-2.068, 0.911, 2.579)
H (-1.120, 1.966, 1.473)
H (-2.868, 1.783, 1.316)
H (-2.510, -0.648, 0.696)
H (-0.496, -1.653, 0.271)
H (-0.937, -1.426, 1.918)
H (1.416, -0.947, 1.623)
H (0.493, 0.459, 2.268)
H (0.482, 0.971, -0.092)
H (-1.164, -0.206, -1.344)
H (-2.212, 1.042, -1.206)
H (3.294, -1.647, -4.185)
H (2.478, -1.587, -2.864)
O (3.270, -1.271, -3.303)

Mulliken atomic charge list, values in e, 2 entries:
1. C -1.269
2. C 0.438



Density functional theory data (the ωB97M-V functional and the def2-TZVPD basis) for a single C6H12O molecule in a non-equilibrium geometry.

Its SMILES is C[C@@H]1C[C@@H]1[C@@H](C)O. The HOMO energy comes out at -8.53 eV. Its relative energy (zero: lowest compared OMol25 entry of this formula, charge and spin) is 69.37 kcal/mol.

Geometry (Å):
C (1.594, -1.572, 0.135)
C (0.460, -1.118, 1.025)
C (-1.080, -1.163, 0.299)
C (-0.370, 0.075, 0.687)
C (0.022, 1.021, -0.434)
C (-1.146, 1.923, -0.811)
O (1.086, 1.871, -0.034)
H (1.442, -1.338, -0.929)
H (1.764, -2.649, 0.223)
H (2.524, -1.082, 0.452)
H (-0.211, -1.901, 1.443)
H (-1.098, -1.478, -0.734)
H (-1.998, -1.400, 0.861)
H (-0.782, 0.610, 1.538)
H (0.310, 0.438, -1.327)
H (-1.984, 1.333, -1.196)
H (-0.835, 2.639, -1.580)
H (-1.485, 2.488, 0.065)
H (1.787, 1.305, 0.317)

Mulliken atomic charge list, values in e, 2 entries:
1. C -1.265
2. C -0.130



Density functional theory data (the ωB97M-V functional and the def2-TZVPD basis) for a single C6H10 molecule.

Its SMILES is CC1=CCCC1. The HOMO energy comes out at -8.63 eV. Its relative energy (zero: lowest compared OMol25 entry of this formula, charge and spin) is 4.64 kcal/mol.

Geometry (Å):
C (-0.486, 1.948, -0.948)
C (-0.166, 0.590, -0.406)
C (-0.750, -0.551, -0.761)
C (-0.396, -1.686, 0.159)
C (0.690, -1.101, 1.096)
C (0.950, 0.335, 0.587)
H (0.308, 2.326, -1.600)
H (-1.424, 1.925, -1.512)
H (-0.612, 2.676, -0.137)
H (-1.468, -0.649, -1.571)
H (-1.323, -1.840, 0.714)
H (-0.150, -2.651, -0.300)
H (0.298, -1.084, 2.117)
H (1.608, -1.697, 1.117)
H (1.904, 0.397, 0.043)
H (1.017, 1.064, 1.403)

Mulliken atomic charge list, values in e, 2 entries:
1. C -1.273
2. C 0.543



Density functional theory data (the ωB97M-V functional and the def2-TZVPD basis) for 9 unconnected molecules or ions with the total composition C25H67NO12S8 in a non-equilibrium geometry.

The HOMO energy comes out at -8.24 eV. Its relative energy (zero: lowest compared OMol25 entry of this formula, charge and spin) is 0.00 kcal/mol.

Geometry (Å):
C (-1.555, 0.518, -1.614)
C (-1.774, -0.745, -0.783)
C (-2.677, -0.355, 0.427)
C (-0.478, -1.345, -0.234)
C (-0.759, -2.816, 0.126)
C (0.667, -1.362, -1.223)
O (1.247, -0.099, -1.483)
O (2.212, 0.200, -0.510)
C (2.039, 1.528, -0.284)
O (2.081, 2.306, -1.116)
O (1.782, 1.838, 0.979)
C (2.937, 1.669, 1.872)
C (2.650, 0.540, 2.850)
N (2.674, -0.800, 2.295)
H (-2.526, 0.956, -1.803)
H (-1.143, 0.237, -2.581)
H (-0.905, 1.223, -1.114)
H (-2.331, -1.515, -1.308)
H (-3.346, -1.153, 0.727)
H (-2.044, -0.121, 1.281)
H (-3.220, 0.554, 0.207)
H (-0.186, -0.881, 0.703)
H (0.120, -3.333, 0.491)
H (-1.071, -3.294, -0.803)
H (-1.608, -2.912, 0.785)
H (0.401, -1.829, -2.163)
H (1.450, -1.997, -0.803)
H (3.046, 2.605, 2.408)
H (3.830, 1.490, 1.277)
H (3.353, 0.622, 3.677)
H (1.662, 0.712, 3.261)
H (3.551, -0.985, 1.824)
H (1.920, -0.903, 1.630)
C (-0.147, 3.149, -4.012)
S (-1.896, 2.796, -4.235)
O (-2.005, 1.414, -4.775)
C (-2.135, 3.922, -5.620)
H (0.228, 2.514, -3.210)
H (0.393, 2.932, -4.935)
H (-0.021, 4.196, -3.736)
H (-1.465, 3.652, -6.436)
H (-1.943, 4.944, -5.293)
H (-3.168, 3.835, -5.952)
C (5.964, -0.506, -4.277)
S (4.466, -1.274, -3.642)
O (4.265, -2.541, -4.392)
C (3.328, -0.063, -4.326)
H (6.810, -1.129, -3.995)
H (5.909, -0.433, -5.364)
H (6.078, 0.485, -3.835)
H (3.444, -0.022, -5.409)
H (3.528, 0.913, -3.883)
H (2.316, -0.372, -4.075)
C (0.172, 5.328, 5.237)
S (0.862, 4.306, 3.932)
O (2.281, 4.029, 4.301)
C (0.884, 5.586, 2.672)
H (0.110, 4.724, 6.141)
H (0.822, 6.187, 5.414)
H (-0.827, 5.655, 4.948)
H (1.484, 6.429, 3.017)
H (-0.137, 5.905, 2.464)
H (1.325, 5.164, 1.770)
C (-6.499, 3.795, -0.542)
S (-5.842, 2.616, -1.733)
O (-4.463, 2.271, -1.296)
C (-5.693, 3.789, -3.089)
H (-6.633, 3.277, 0.405)
H (-5.799, 4.622, -0.413)
H (-7.462, 4.165, -0.894)
H (-5.046, 4.616, -2.793)
H (-6.682, 4.158, -3.358)
H (-5.255, 3.265, -3.937)
C (-2.355, -7.928, 0.562)
S (-1.604, -6.775, 1.717)
O (-2.527, -5.610, 1.842)
C (-0.265, -6.276, 0.625)
H (-3.249, -8.338, 1.028)
H (-2.626, -7.405, -0.356)
H (-1.652, -8.733, 0.350)
H (-0.676, -5.861, -0.296)
H (0.363, -7.139, 0.406)
H (0.324, -5.517, 1.134)
C (4.978, 6.093, 4.649)
S (4.174, 6.252, 6.245)
O (3.056, 7.222, 6.079)
C (5.520, 7.127, 7.058)
H (4.280, 5.599, 3.976)
H (5.231, 7.082, 4.264)
H (5.876, 5.484, 4.755)
H (5.739, 8.050, 6.521)
H (6.401, 6.486, 7.088)
H (5.206, 7.360, 8.074)
C (2.371, -9.969, 3.854)
S (1.094, -8.707, 3.755)
O (0.373, -8.914, 2.472)
C (2.215, -7.322, 3.516)
H (1.883, -10.935, 3.965)
H (2.967, -9.962, 2.941)
H (3.002, -9.778, 4.722)
H (2.821, -7.488, 2.625)
H (2.850, -7.214, 4.395)
H (1.616, -6.421, 3.389)
C (-6.007, -2.909, -4.341)
S (-5.335, -1.774, -3.116)
O (-6.270, -0.623, -3.024)
C (-3.933, -1.233, -4.104)
H (-6.926, -3.334, -3.941)
H (-6.224, -2.368, -5.263)
H (-5.288, -3.707, -4.529)
H (-4.286, -0.802, -5.040)
H (-3.278, -2.084, -4.299)
H (-3.388, -0.477, -3.540)

Mulliken atomic charge list, values in e, 2 entries:
1. C -2.036
2. C 1.425



Density functional theory data (the ωB97M-V functional and the def2-TZVPD basis) for a single C4H5NO2S molecule in a non-equilibrium geometry.

Its SMILES is Cc1nc(O)c(O)s1. The HOMO energy comes out at -8.34 eV. Its relative energy (zero: lowest compared OMol25 entry of this formula, charge and spin) is 61.47 kcal/mol.

Geometry (Å):
C (-1.848, -0.454, -0.194)
C (-0.412, -0.334, 0.083)
N (0.160, 0.808, -0.051)
C (1.756, 0.629, -0.200)
O (2.497, 1.773, -0.177)
C (2.139, -0.633, -0.041)
O (3.367, -1.137, 0.044)
S (0.758, -1.698, 0.302)
H (-2.368, 0.377, 0.335)
H (-2.048, -0.623, -1.262)
H (-2.149, -1.486, 0.141)
H (1.935, 2.454, 0.031)
H (3.847, -0.320, -0.101)

Mulliken atomic charge list, values in e, 2 entries:
1. C -0.830
2. C 0.462



Density functional theory data (the ωB97M-V functional and the def2-TZVPD basis) for a molecular structure, C32H22F15GeIrN4OS6Se.

As for the expectation value of S²: 0.76. The HOMO energy (alpha / beta) comes out at -10.16 / -10.95 eV. The multiplicity is 2. Its total charge is +1. Its relative energy (zero: lowest compared OMol25 entry of this formula, charge and spin) is 0.00 kcal/mol.

Geometry (Å):
Ir (-0.387, 1.882, 0.018)
C (0.483, 4.916, 2.335)
C (1.425, 4.433, 1.240)
N (1.327, 2.994, 0.892)
C (1.843, 2.127, 1.988)
C (0.784, 1.746, 3.010)
S (-0.877, 1.504, 2.274)
C (-1.789, 2.765, 3.241)
C (-1.907, 4.242, 2.828)
N (-0.886, 4.749, 1.948)
H (0.739, 5.962, 2.527)
H (0.694, 4.390, 3.267)
H (2.449, 4.613, 1.580)
H (1.275, 5.013, 0.327)
H (1.974, 2.862, 0.113)
H (2.678, 2.616, 2.499)
H (2.221, 1.230, 1.515)
H (0.660, 2.508, 3.776)
H (1.071, 0.822, 3.507)
H (-1.299, 2.677, 4.211)
H (-2.787, 2.350, 3.379)
H (-2.020, 4.789, 3.774)
H (-2.842, 4.369, 2.293)
H (-1.223, 5.532, 1.409)
O (-7.148, 1.386, -0.337)
C (-5.965, 1.488, -0.321)
S (-4.842, 0.099, -0.459)
C (-3.374, 1.018, -0.390)
C (-3.491, 2.411, -0.242)
S (-2.161, 3.445, -0.267)
S (-5.102, 3.047, -0.138)
S (-1.881, 0.272, -0.637)
C (2.592, 0.710, -3.729)
N (1.166, 0.635, -4.036)
C (0.615, -0.177, -4.999)
C (-0.706, 0.097, -5.043)
N (-0.946, 1.074, -4.108)
C (-2.239, 1.717, -3.893)
C (0.197, 1.377, -3.474)
Se (0.456, 2.747, -2.208)
H (3.088, -0.110, -4.241)
H (2.732, 0.613, -2.657)
H (3.000, 1.657, -4.076)
H (1.211, -0.862, -5.574)
H (-1.491, -0.317, -5.650)
H (-2.699, 1.906, -4.860)
H (-2.076, 2.659, -3.373)
H (-2.880, 1.074, -3.298)
F (1.344, -4.860, 0.822)
C (2.089, -4.149, 1.684)
C (2.126, -2.771, 1.560)
C (2.893, -2.093, 2.484)
F (2.965, -0.751, 2.455)
C (3.606, -2.739, 3.478)
F (4.332, -2.043, 4.350)
C (3.553, -4.120, 3.563)
F (4.230, -4.752, 4.508)
C (2.786, -4.837, 2.658)
F (2.726, -6.160, 2.736)
Ge (0.982, -1.983, 0.172)
S (1.267, 0.112, -0.408)
C (1.374, -2.864, -1.540)
C (2.475, -3.672, -1.766)
F (3.346, -3.919, -0.783)
C (2.737, -4.254, -2.996)
F (3.804, -5.022, -3.170)
C (1.876, -4.017, -4.053)
F (2.118, -4.549, -5.243)
C (0.775, -3.196, -3.872)
F (-0.036, -2.932, -4.900)
C (0.553, -2.630, -2.631)
F (-0.486, -1.791, -2.516)
C (-0.800, -2.417, 0.863)
C (-1.096, -1.893, 2.107)
F (-0.132, -1.233, 2.779)
C (-2.327, -2.027, 2.715)
F (-2.569, -1.480, 3.904)
C (-3.311, -2.754, 2.063)
F (-4.504, -2.900, 2.616)
C (-3.035, -3.344, 0.839)
F (-3.971, -4.061, 0.228)
C (-1.787, -3.176, 0.263)
F (-1.565, -3.778, -0.909)

Mulliken atomic charge list, values in e, 2 entries:
1. Ir 1.808
2. C -0.935



Density functional theory data (the ωB97M-V functional and the def2-TZVPD basis) for a gas-phase ion, C14H13O (charge +1) in a non-equilibrium geometry.

The HOMO energy comes out at -12.46 eV. Its total charge is +1. Its relative energy (zero: lowest compared OMol25 entry of this formula, charge and spin) is 144.70 kcal/mol.

Geometry (Å):
C (4.735, 0.236, -0.490)
C (4.073, 1.461, -0.332)
C (4.079, -1.004, -0.370)
C (2.733, 1.413, 0.032)
C (2.769, -1.071, 0.115)
C (2.117, 0.157, 0.260)
C (-1.940, 1.698, 1.128)
C (-3.148, 0.997, 0.734)
C (0.700, 0.318, 0.483)
C (-1.858, 0.406, 1.384)
C (-1.342, -0.813, 0.814)
C (-3.295, 0.510, -0.685)
C (-2.318, -1.819, 0.241)
C (-3.068, -0.978, -0.836)
O (0.004, -0.844, 0.551)
H (5.821, 0.114, -0.561)
H (4.569, 2.505, -0.477)
H (4.700, -1.863, -0.636)
H (2.139, 2.329, 0.008)
H (2.355, -1.986, 0.286)
H (-1.431, 2.585, 1.331)
H (-4.097, 1.173, 1.252)
H (-4.341, 0.826, -0.984)
H (-2.570, 1.064, -1.380)
H (-1.743, -2.631, -0.255)
H (-3.006, -2.029, 1.044)
H (-4.066, -1.561, -0.948)
H (-2.572, -1.193, -1.710)

Mulliken atomic charge list, values in e, 2 entries:
1. C -0.253
2. C -0.535



E? In order: -10280.5361, -8297.7993, -58159.5346, -44332.0449, -9934.1825, -8461.3456, -6383.6581, -139744.1582, -20647.5139, -272019.1914, -16762.0834 eV.